Entry 1:
Computed, not measured: an isolated molecule of C2H5BrN2O3, with wB97M-V/def2-TZVPD.

The calculation puts the HOMO energy at -0.3770 hartree. The relative energy (zero: lowest compared OMol25 entry of this formula, charge and spin) comes out at 12.4 kJ/mol. The SMILES is CN([C@H](O)Br)[N+](=O)[O-]. The LUMO energy is -0.17 eV.

Positions of all 13 atoms, in Å:
C  -0.480  0.507  -1.237
N  -0.184  -0.205  0.053
C  0.835  0.115  0.932
O  0.679  1.156  1.732
Br  2.653  0.286  -0.296
N  -0.834  -1.444  0.101
O  -1.693  -1.602  -0.689
O  -0.530  -2.147  1.104
H  -0.007  -0.021  -2.055
H  -1.563  0.646  -1.416
H  -0.042  1.564  -1.168
H  1.027  -0.700  1.559
H  0.140  1.845  1.381


Entry 2:
Computed, not measured: C4H5N3 as an isolated structure, with wB97M-V/def2-TZVPD.

The calculation puts the HOMO energy at -0.3303 hartree. The relative energy (zero: lowest compared OMol25 entry of this formula, charge and spin) comes out at 481.5 kJ/mol. The LUMO energy is -0.44 eV.

Positions of all 12 atoms, in Å:
N  2.506  -0.300  -0.273
C  0.449  -0.336  0.010
N  1.355  -1.183  -0.183
C  -1.378  -0.963  0.219
C  -1.949  0.242  0.191
C  -0.955  1.294  0.109
N  0.307  1.033  0.046
H  2.906  -0.327  -1.198
H  3.149  -0.520  0.471
H  -2.125  -1.805  0.295
H  -2.996  0.537  0.216
H  -1.268  2.327  0.099


Entry 3:
Computed, not measured: a 2-piece molecular cluster, C28H35N4O overall, with wB97M-V/def2-TZVPD.

As for the total charge: +1. The calculation puts the HOMO energy at -0.3807 hartree. The relative energy (zero: lowest compared OMol25 entry of this formula, charge and spin) comes out at 0.0 kJ/mol. The LUMO energy is -4.20 eV.

Positions of all 68 atoms, in Å:
C  -1.934  1.058  2.883
C  -0.814  0.161  2.598
N  0.230  0.010  3.456
C  0.400  0.744  4.697
C  1.113  -0.972  2.983
C  0.547  -1.512  1.802
C  1.089  -2.675  1.278
C  2.208  -3.245  1.891
C  2.828  -2.633  2.994
C  2.280  -1.465  3.560
C  -0.628  -0.704  1.476
C  -1.413  -0.766  0.322
C  -1.368  -1.794  -0.666
C  -2.310  -2.821  -0.950
C  -3.580  -3.123  -0.273
N  -1.832  -3.601  -1.959
C  -2.503  -4.773  -2.497
C  -0.596  -3.116  -2.401
C  -0.272  -2.003  -1.584
C  0.984  -1.405  -1.679
C  1.896  -1.937  -2.596
C  1.556  -3.025  -3.417
C  0.295  -3.640  -3.329
H  -2.705  0.845  2.137
H  -2.338  0.893  3.892
H  -1.669  2.121  2.783
H  1.375  0.483  5.107
H  0.369  1.826  4.520
H  -0.377  0.503  5.435
H  0.609  -3.137  0.415
H  2.621  -4.171  1.477
H  3.715  -3.099  3.422
H  2.733  -0.962  4.409
H  -2.219  -0.042  0.268
H  -3.719  -2.376  0.513
H  -4.431  -3.072  -0.962
H  -3.583  -4.122  0.182
H  -1.870  -5.162  -3.297
H  -2.645  -5.550  -1.729
H  -3.488  -4.516  -2.913
H  1.215  -0.573  -1.011
H  2.885  -1.475  -2.670
H  2.309  -3.396  -4.111
H  0.028  -4.492  -3.946
C  -1.038  4.793  1.352
N  0.055  4.268  0.555
C  1.333  4.957  0.753
C  -0.134  3.028  0.013
C  0.826  2.516  -1.063
C  1.441  3.614  -1.961
C  1.261  3.107  -3.399
C  0.632  1.687  -3.269
N  0.080  1.681  -1.934
O  -1.108  2.341  0.305
H  -1.972  4.338  1.018
H  -0.888  4.580  2.418
H  -1.084  5.876  1.215
H  2.158  4.409  0.282
H  1.271  5.968  0.315
H  1.543  5.060  1.832
H  1.636  1.962  -0.534
H  0.897  4.556  -1.825
H  2.491  3.773  -1.693
H  0.547  3.767  -3.910
H  2.206  3.101  -3.952
H  -0.104  1.498  -4.076
H  1.428  0.917  -3.369
H  -0.469  0.908  -1.580


Entry 4:
Computed, not measured: a 4-piece molecular cluster, C3H11NO3 overall, with wB97M-V/def2-TZVPD.

The calculation puts the HOMO energy at -0.3502 hartree. The relative energy (zero: lowest compared OMol25 entry of this formula, charge and spin) comes out at 419.7 kJ/mol. The SMILES is C=CN=C.O.O.O. The LUMO energy is 0.00 eV.

Positions of all 18 atoms, in Å:
C  -2.162  -2.814  -0.755
C  -2.262  -1.646  -0.175
N  -1.928  -1.347  1.225
C  -0.655  -1.330  1.641
H  -2.266  -3.777  -0.097
H  -2.241  -2.782  -1.856
H  -2.414  -0.656  -0.705
H  -0.052  -2.223  1.402
H  -0.414  -0.611  2.466
O  -1.024  1.760  0.606
H  -1.803  2.265  0.410
H  -1.405  0.812  0.840
O  4.619  2.197  -0.745
H  4.682  3.128  -1.012
H  3.717  1.987  -0.824
O  1.786  1.471  -1.177
H  2.242  1.051  -1.922
H  0.871  1.540  -1.013